{
  "formula": "C14H46O9",
  "method": "wB97M-V/def2-TZVPD",
  "homo_energy_ev": -9.7,
  "e_above_lowest_kcal_mol": 83.1,
  "total_energy_ev": -33687.174,
  "orbital_gap_ev": 10.1927,
  "charge": 0,
  "e_lumo_ev": 0.514,
  "species": ["C", "C", "O", "H", "H", "H", "H", "H", "H", "C", "C", "O", "H", "H", "H", "H", "H", "H", "C", "C", "O", "H", "H", "H", "H", "H", "H", "C", "C", "O", "H", "H", "H", "H", "H", "H", "C", "C", "O", "H", "H", "H", "H", "H", "H", "C", "O", "H", "H", "H", "H", "C", "O", "H", "H", "H", "H", "C", "O", "H", "H", "H", "H", "C", "O", "H", "H", "H", "H"],
  "xyz": [[10.97527, 5.57957, 9.54229], [9.54391, 5.54438, 9.88626], [9.27678, 6.83707, 10.60508], [11.21507, 4.77710, 8.84351], [11.69882, 5.43548, 10.35684], [11.28118, 6.47763, 8.92949], [9.37938, 4.68379, 10.52523], [8.85564, 5.51617, 9.04093], [8.54601, 6.88509, 11.18970], [9.86891, 7.98964, 4.96744], [9.86785, 8.35156, 6.43639], [9.13886, 7.38847, 7.15280], [8.85820, 7.91570, 4.58876], [10.27186, 6.93813, 4.72839], [10.37461, 8.70318, 4.28743], [9.42580, 9.38701, 6.54671], [10.86811, 8.37162, 6.84867], [8.92151, 7.76198, 7.98975], [14.15872, 8.50928, 11.51879], [13.93186, 8.92726, 12.94758], [14.36916, 10.28162, 13.22087], [13.62441, 9.15960, 10.85320], [13.77275, 7.47064, 11.40452], [15.13356, 8.57426, 11.09387], [14.49020, 8.21928, 13.60772], [12.87993, 8.83000, 13.26540], [14.08434, 10.36438, 14.14356], [6.10386, 11.88287, 12.11379], [6.73689, 12.61201, 13.29619], [8.16325, 12.73921, 13.25136], [6.33360, 10.76148, 12.20877], [6.43609, 12.25660, 11.18418], [5.04009, 11.95253, 12.26443], [6.56178, 11.93408, 14.17175], [6.28741, 13.59904, 13.40117], [8.35911, 12.90180, 12.34035], [10.18576, 10.98659, 15.67947], [11.19764, 10.54397, 14.64714], [12.40603, 10.18838, 15.25149], [9.37508, 11.39838, 15.17842], [10.44104, 11.74509, 16.42767], [9.92064, 10.05989, 16.21359], [11.40580, 11.40348, 13.97875], [10.81032, 9.76060, 14.08875], [12.16254, 9.79081, 16.09828], [12.79729, 13.15650, 6.36521], [13.23489, 12.01268, 7.15494], [12.73119, 12.89836, 5.28281], [11.78290, 13.45877, 6.52823], [13.44329, 13.96245, 6.42603], [14.01040, 12.31250, 7.64500], [8.44658, 8.81548, 13.19848], [7.34475, 8.11292, 12.62768], [8.53925, 8.86821, 14.28592], [9.39487, 8.39506, 12.87184], [8.43950, 9.84474, 12.82850], [6.64673, 8.74735, 12.41982], [15.56557, 8.72624, 6.65245], [15.17473, 9.86846, 5.83379], [15.56916, 8.92016, 7.69003], [14.90130, 7.86970, 6.49522], [16.65077, 8.44248, 6.41465], [14.60499, 10.37389, 6.38689], [10.39408, 9.85931, 10.21393], [9.19097, 9.35800, 9.70333], [10.78438, 10.69347, 9.60109], [10.13545, 10.21686, 11.23343], [11.11944, 9.04256, 10.27384], [9.14170, 8.48053, 10.07025]]
}

=====

{
  "formula": "C5H11N",
  "method": "wB97M-V/def2-TZVPD",
  "homo_energy_ev": -8.6,
  "e_above_lowest_kcal_mol": 48.5,
  "total_energy_ev": -6851.426,
  "orbital_gap_ev": 9.7732,
  "charge": 0,
  "e_lumo_ev": 1.129,
  "species": ["C", "C", "C", "C", "C", "N", "H", "H", "H", "H", "H", "H", "H", "H", "H", "H", "H"],
  "xyz": [[-0.47661, -1.80276, -2.14877], [0.07703, -0.48709, -1.55613], [-0.47285, 0.01100, -0.41689], [0.08987, 1.20629, 0.11526], [-0.06021, 1.21797, 1.68736], [0.91285, 0.15761, 2.09710], [0.32643, -2.50455, -2.48358], [-0.81907, -2.33353, -1.16567], [-1.33592, -1.73035, -2.83756], [1.06893, -0.06249, -1.90731], [-1.31184, -0.56903, 0.03794], [-0.49085, 2.04766, -0.47575], [1.12797, 1.29394, -0.08155], [0.20539, 2.22338, 2.11817], [-1.13564, 1.01523, 1.82972], [0.59973, -0.50746, 2.77462], [1.69477, 0.82418, 2.41303]]
}

=====

{
  "formula": "C10H15N3OP",
  "method": "wB97M-V/def2-TZVPD",
  "homo_energy_ev": [-12.5, -12.5],
  "total_energy_ev": -26409.094,
  "orbital_gap_ev": [7.8581, 7.8591],
  "charge": 1,
  "e_lumo_ev": [-4.630, -4.630],
  "species": ["C", "C", "O", "P", "N", "N", "N", "C", "C", "C", "C", "C", "C", "C", "C", "H", "H", "H", "H", "H", "H", "H", "H", "H", "H", "H", "H", "H", "H", "H"],
  "xyz": [[1.98212, 2.59428, 0.64528], [0.43281, 2.51337, 0.31724], [-0.21689, 2.11027, 1.51505], [-0.82092, 0.65237, 1.79390], [-2.49513, 0.58629, 1.42189], [-2.51231, 0.99407, 0.05651], [-1.48342, 0.50442, -0.70502], [-1.72662, 0.52175, -2.04412], [-0.38301, 0.11299, -0.06280], [0.49458, -0.98846, -0.15320], [-0.16235, -2.15698, -0.66823], [0.41712, -3.36815, -0.47936], [1.54861, -3.54234, 0.36954], [2.14395, -2.37607, 0.82353], [1.60121, -1.10791, 0.63612], [2.26867, 3.58985, 0.99248], [2.23889, 1.77092, 1.27311], [2.49870, 2.35214, -0.32828], [0.25208, 1.79917, -0.52880], [0.06093, 3.57122, 0.13170], [-3.24209, 1.06701, 1.89561], [-3.37440, 0.71761, -0.33114], [-2.25304, 1.41058, -2.25417], [-0.72805, 0.42991, -2.63223], [-2.44771, -0.30740, -2.35788], [-1.09293, -2.09145, -1.06027], [-0.13273, -4.23169, -0.82207], [1.94186, -4.52435, 0.44380], [3.02471, -2.42326, 1.30943], [2.16539, -0.18016, 0.80240]]
}

=====

{
  "formula": "C11H19IrN4PS",
  "method": "wB97M-V/def2-TZVPD",
  "homo_energy_ev": [-22.1, -23.2],
  "s2": 8.82,
  "total_energy_ev": -40589.586,
  "orbital_gap_ev": [7.2177, 4.8713],
  "charge": 4,
  "spin_multiplicity": 6,
  "e_lumo_ev": [-14.924, -18.321],
  "species": ["Ir", "C", "C", "N", "N", "C", "N", "S", "C", "C", "C", "C", "C", "N", "H", "H", "H", "H", "H", "H", "H", "H", "H", "H", "C", "P", "C", "C", "H", "H", "H", "H", "H", "H", "H", "H", "H"],
  "xyz": [[0.73991, -0.04138, -0.87432], [-0.78779, -2.77288, 2.52018], [-0.57209, -1.87928, 1.37358], [0.60621, -1.47038, 0.95798], [1.75721, -1.93498, 1.49038], [2.93041, -1.88178, 0.82068], [4.04031, -2.34528, 1.32418], [2.96351, -1.19668, -0.79332], [-1.68449, -1.44508, 0.52868], [-3.03279, -1.64898, 0.85588], [-4.00699, -1.38098, -0.09382], [-3.64579, -0.94328, -1.35592], [-2.28699, -0.69038, -1.58902], [-1.36559, -0.90498, -0.67042], [-0.00639, -3.52398, 2.64758], [-1.73549, -3.30588, 2.46668], [-0.82709, -2.19268, 3.45358], [1.71921, -2.40268, 2.40538], [4.12421, -2.79568, 2.23498], [4.91991, -2.30878, 0.80688], [-3.31439, -2.00408, 1.83898], [-5.05899, -1.54958, 0.13198], [-4.35979, -0.81208, -2.16022], [-1.96759, -0.35098, -2.57062], [0.83881, 3.22702, -2.88962], [0.83171, 2.53472, -1.22092], [2.33661, 3.11562, -0.37782], [-0.67569, 3.09782, -0.35952], [0.84911, 4.32292, -2.78362], [-0.04769, 2.97252, -3.47112], [1.73231, 2.95752, -3.45532], [2.30301, 4.21522, -0.35952], [3.23551, 2.83422, -0.93122], [2.41411, 2.77072, 0.65368], [-0.63249, 4.19222, -0.26842], [-0.76299, 2.68782, 0.64808], [-1.57099, 2.85422, -0.93472]]
}